(1)
{
  "formula": "C12H17BCl3NO",
  "method": "ωB97M-V with the def2-TZVPD basis set",
  "homo_energy_ev": -9.32,
  "relative_energy_ev": 1.9627,
  "symbols": ["Cl", "Cl", "Cl", "O", "N", "C", "C", "C", "C", "C", "C", "C", "C", "C", "C", "C", "C", "B", "H", "H", "H", "H", "H", "H", "H", "H", "H", "H", "H", "H", "H", "H", "H", "H", "H"],
  "xyz": [[2.761, 0.422, 3.609], [3.561, -2.151, 2.056], [3.262, 0.552, 0.594], [1.215, -0.878, 1.736], [0.307, 0.228, -0.901], [-3.699, -0.967, 2.550], [-1.053, -0.304, 1.952], [0.486, 1.831, -2.802], [-3.325, 0.379, 2.422], [-2.733, -1.975, 2.432], [0.461, 1.598, -1.288], [1.020, -0.604, -3.143], [-1.405, -1.651, 2.154], [-2.001, 0.713, 2.135], [1.382, 0.829, -3.527], [0.293, 0.064, 1.419], [0.991, -0.807, -1.630], [2.580, -0.565, 2.015], [0.029, -0.848, -3.544], [1.280, 0.957, -4.609], [2.428, 1.020, -3.264], [-0.385, 2.144, -0.841], [0.817, 2.855, -2.999], [-4.740, -1.230, 2.744], [-3.006, -3.025, 2.554], [0.467, -1.744, -1.384], [-1.672, 1.748, 2.022], [-4.070, 1.168, 2.541], [0.620, 1.091, 1.650], [-0.538, 1.742, -3.183], [1.730, -1.312, -3.581], [-0.634, -2.419, 2.068], [1.390, 1.998, -0.837], [0.159, 0.042, 0.119], [2.023, -0.899, -1.239]],
  "lowdin_charge": [0.48, 0.49, 0.49, -0.10, -0.01, -0.06, -0.15, -0.17, -0.06, -0.05, -0.22, -0.17, 0.02, -0.01, -0.20, -0.11, -0.20, -1.84, 0.12, 0.11, 0.12, 0.12, 0.12, 0.11, 0.11, 0.13, 0.12, 0.11, 0.15, 0.11, 0.12, 0.13, 0.09, 0.02, 0.09]
}

---

(2)
{
  "formula": "C2H8N2O",
  "method": "ωB97M-V with the def2-TZVPD basis set",
  "smiles": "N/C=C\\N.O",
  "homo_energy_ev": -7.58,
  "relative_energy_ev": 1.7756,
  "symbols": ["O", "N", "N", "C", "C", "H", "H", "H", "H", "H", "H", "H", "H"],
  "xyz": [[-0.544, 2.707, -0.637], [-0.876, -1.067, -0.909], [1.630, -0.964, 0.549], [-0.679, -0.372, 0.251], [0.525, -0.182, 0.832], [-1.558, 0.146, 0.626], [-1.425, 2.316, -0.730], [0.568, 0.283, 1.817], [0.125, 1.976, -0.433], [1.401, -1.913, 0.260], [-1.500, -0.611, -1.568], [2.328, -0.981, 1.289], [0.004, -1.336, -1.347]],
  "lowdin_charge": [-0.11, 0.04, 0.01, -0.28, -0.27, 0.11, 0.02, 0.11, 0.04, 0.08, 0.09, 0.08, 0.08]
}

---

(3)
{
  "formula": "C12H24CaF12O12P2",
  "method": "ωB97M-V with the def2-TZVPD basis set",
  "homo_energy_ev": -11.43,
  "relative_energy_ev": 0.0000,
  "symbols": ["Ca", "P", "P", "F", "F", "F", "F", "F", "F", "F", "F", "F", "F", "F", "F", "O", "O", "O", "O", "O", "O", "O", "O", "O", "O", "O", "O", "C", "C", "C", "C", "C", "C", "C", "C", "C", "C", "C", "C", "H", "H", "H", "H", "H", "H", "H", "H", "H", "H", "H", "H", "H", "H", "H", "H", "H", "H", "H", "H", "H", "H", "H", "H"],
  "xyz": [[-0.830, -0.693, -0.152], [-1.006, -1.722, -3.075], [-1.680, -3.110, 1.626], [-2.170, -1.434, -1.983], [-2.007, -0.984, -4.130], [-1.040, -3.070, 3.096], [-1.311, -4.686, 1.488], [0.117, -1.892, -4.191], [-3.107, -3.481, 2.264], [-0.275, -2.721, 0.924], [-0.133, -2.328, -1.804], [-0.348, -0.264, -2.662], [-2.300, -3.166, 0.128], [-1.558, -3.180, -3.357], [-2.070, -1.506, 1.724], [-2.695, 0.486, -0.285], [2.512, -2.198, -1.823], [-4.882, 0.047, -0.523], [1.544, -0.901, -0.305], [-4.206, 2.051, -0.781], [0.110, 1.405, -0.592], [1.466, 2.961, -1.449], [3.756, -0.865, -0.613], [0.870, 3.009, 0.673], [1.729, -0.266, 3.500], [0.168, 0.051, 1.916], [0.310, 1.302, 3.784], [-4.768, -1.320, -0.095], [-0.864, 2.033, 3.504], [0.685, 0.342, 2.963], [2.106, -1.536, 2.975], [2.517, -1.338, -0.864], [1.724, 4.138, 0.812], [-3.226, 3.080, -0.796], [-3.835, 0.832, -0.507], [3.711, -2.821, -2.299], [3.884, 0.306, 0.182], [1.661, 2.230, -2.674], [0.782, 2.384, -0.495], [2.487, 1.545, -2.500], [2.538, -1.447, 1.979], [1.944, 2.922, -3.464], [1.361, 4.997, 0.244], [4.929, 0.589, 0.262], [-0.973, 2.282, 2.448], [-3.895, -1.465, 0.539], [3.434, -3.656, -2.929], [4.291, -2.072, -2.833], [0.708, 1.809, -2.991], [2.872, -1.916, 3.647], [3.503, 0.193, 1.197], [-3.760, 4.017, -0.648], [-0.885, 2.950, 4.084], [2.706, 3.879, 0.413], [-4.636, -1.969, -0.960], [-5.705, -1.528, 0.411], [-2.766, 3.138, -1.782], [-2.487, 2.990, -0.004], [1.814, 4.458, 1.845], [1.264, -2.227, 2.980], [-1.737, 1.440, 3.782], [3.333, 1.083, -0.351], [4.318, -3.186, -1.472]],
  "lowdin_charge": [1.53, 0.19, 0.17, -0.22, -0.15, -0.13, -0.14, -0.11, -0.13, -0.21, -0.21, -0.20, -0.15, -0.10, -0.23, -0.05, 0.04, 0.05, 0.01, 0.05, 0.02, 0.01, -0.01, 0.01, 0.03, 0.03, 0.04, 0.01, -0.03, -0.58, -0.01, -0.59, -0.02, -0.02, -0.59, 0.01, -0.01, 0.02, -0.62, 0.10, 0.07, 0.10, 0.10, 0.10, 0.08, 0.06, 0.10, 0.10, 0.10, 0.10, 0.09, 0.10, 0.10, 0.10, 0.10, 0.10, 0.11, 0.09, 0.10, 0.09, 0.11, 0.09, 0.10]
}

---

(4)
{
  "formula": "C32H34N",
  "method": "ωB97M-V with the def2-TZVPD basis set",
  "homo_energy_ev": -10.48,
  "relative_energy_ev": 1.6404,
  "charge": 1,
  "symbols": ["N", "C", "C", "C", "C", "C", "C", "C", "C", "C", "C", "C", "C", "C", "C", "C", "C", "C", "C", "C", "C", "C", "C", "C", "C", "C", "C", "C", "C", "C", "C", "C", "C", "H", "H", "H", "H", "H", "H", "H", "H", "H", "H", "H", "H", "H", "H", "H", "H", "H", "H", "H", "H", "H", "H", "H", "H", "H", "H", "H", "H", "H", "H", "H", "H", "H", "H"],
  "xyz": [[-0.426, -0.830, -0.368], [-0.618, -2.341, -2.396], [-1.294, -1.686, -1.202], [2.239, 4.615, -0.385], [0.789, -2.766, 1.215], [-4.592, -2.203, 1.898], [2.404, 3.217, -0.063], [-0.627, -0.709, 0.951], [0.388, -1.432, -3.105], [1.234, -0.906, 2.716], [1.355, -0.869, -2.063], [0.554, -0.029, -1.074], [0.051, 2.841, -0.615], [-1.355, 0.421, -3.152], [0.491, -1.487, 1.685], [-5.961, -2.771, 2.142], [-4.423, -1.097, 1.054], [-3.479, -2.740, 2.545], [0.973, 5.077, -0.825], [-0.115, 4.217, -0.876], [3.336, 5.499, -0.244], [4.547, 5.052, 0.266], [1.961, -3.395, 1.636], [1.516, 0.835, -0.210], [1.305, 2.320, -0.313], [-2.209, -2.183, 2.356], [2.396, -1.549, 3.150], [4.697, 3.699, 0.633], [-2.028, -1.172, 1.408], [2.780, -2.768, 2.580], [-0.280, -0.249, -3.894], [-3.156, -0.563, 0.832], [3.644, 2.803, 0.470], [-5.946, -3.867, 2.152], [2.099, -0.226, -2.546], [-3.597, -3.610, 3.196], [2.220, -4.360, 1.208], [-5.300, -0.672, 0.567], [-0.617, -0.654, -4.867], [2.549, 0.608, -0.523], [-0.815, 2.178, -0.666], [1.906, -1.671, -1.547], [-6.382, -2.445, 3.103], [1.515, 0.539, 0.847], [0.110, -3.256, 0.508], [-2.141, -1.082, -1.557], [-1.402, -2.672, -3.090], [3.200, 6.544, -0.532], [5.646, 3.353, 1.044], [0.925, 0.065, 3.127], [-3.042, 0.308, 0.182], [-1.344, 1.516, -3.112], [0.957, -2.054, -3.812], [-1.706, -2.499, -0.578], [-0.101, -3.247, -2.038], [-2.352, -0.014, -3.246], [-1.103, 4.591, -1.142], [3.014, -1.074, 3.915], [3.728, -3.229, 2.865], [-1.354, -2.569, 2.928], [-0.556, 0.350, 1.250], [5.376, 5.747, 0.390], [3.778, 1.758, 0.756], [0.506, 0.501, -4.080], [-0.086, 0.616, -1.718], [0.865, 6.129, -1.095], [-6.651, -2.454, 1.357]],
  "lowdin_charge": [-0.04, -0.12, -0.12, -0.16, -0.04, -0.27, -0.11, -0.27, -0.28, -0.04, -0.09, -0.22, -0.05, 0.16, -0.20, -0.05, -0.03, -0.02, -0.03, -0.07, -0.02, -0.07, -0.06, -0.06, -0.14, -0.01, -0.06, -0.06, -0.17, -0.07, -0.17, -0.05, -0.03, 0.08, 0.14, 0.12, 0.11, 0.12, 0.15, 0.12, 0.10, 0.15, 0.09, 0.10, 0.12, 0.11, 0.13, 0.12, 0.11, 0.13, 0.12, 0.10, 0.15, 0.15, 0.13, 0.10, 0.11, 0.11, 0.11, 0.12, 0.16, 0.11, 0.11, 0.13, 0.11, 0.12, 0.08]
}

---

Number 1: lowest unoccupied orbital energy -2.52 eV. Number 2: lowest unoccupied orbital energy 0.81 eV. Number 3: lowest unoccupied orbital energy -0.03 eV. Number 4: lowest unoccupied orbital energy -5.81 eV.